The following is a quantum chemistry calculation of 2 unconnected molecules or ions with the total composition C16H29Si at a distorted geometry, from OMol25.

2S+1: 1
calculated total energy: -916.27921 hartree
total charge: +1

Last column: Mulliken charge in e.
CARTESIAN COORDINATES (ANGSTROEM)
C (-4.54676, 1.54624, -1.05966)  -1.222
C (-3.31874, 2.43842, -0.84203)  -0.421
Si (-1.67386, 1.78685, -1.44658)  -0.024
C (-1.77227, 1.32184, -3.25588)  -1.052
C (-0.38770, 3.13982, -1.31757)  -0.427
C (-0.21399, 3.75908, 0.07198)  -0.878
H (-1.22108, 0.53308, -0.70291)  -0.023
H (-5.44690, 2.04029, -0.66758)  0.365
H (-4.70379, 1.35211, -2.12824)  0.293
H (-4.44595, 0.58435, -0.53978)  0.262
H (-3.45379, 3.40805, -1.34643)  0.405
H (-3.20579, 2.68096, 0.22397)  0.349
H (-2.03193, 2.20848, -3.85570)  0.326
H (-0.79686, 0.93775, -3.59371)  0.314
H (-2.53105, 0.53878, -3.41701)  0.317
H (0.56172, 2.71811, -1.68269)  0.327
H (-0.68100, 3.90561, -2.05356)  0.390
H (0.49978, 4.59510, 0.02974)  0.375
H (-1.16756, 4.14455, 0.45483)  0.280
H (0.17885, 3.03002, 0.79409)  0.002
C (-1.42554, -0.81407, 1.59950)  -0.860
C (-0.56788, -1.60514, 0.69540)  0.107
C (0.81412, -1.81695, 0.85975)  0.811
C (1.45049, -3.05713, 0.45934)  0.912
C (0.66610, -4.28226, 0.10129)  -1.621
C (2.83132, -3.13968, 0.42224)  -0.923
C (3.64422, -2.07696, 0.81304)  0.526
C (5.12464, -2.20065, 0.65526)  -1.480
C (3.04011, -0.94261, 1.37157)  -1.016
C (1.66430, -0.80019, 1.44526)  1.332
C (1.14255, 0.44764, 2.08421)  -1.245
H (-2.45569, -1.18365, 1.67145)  0.372
H (-1.01667, -0.84174, 2.61903)  0.317
H (-1.47129, 0.22432, 1.24254)  0.106
H (-1.08118, -2.20734, -0.06895)  0.276
H (1.35155, -5.05126, -0.28857)  0.366
H (0.15928, -4.72141, 0.97786)  0.358
H (-0.09346, -4.09651, -0.67190)  0.368
H (3.30710, -4.03950, 0.02884)  0.393
H (5.64328, -1.30282, 1.00579)  0.351
H (5.49188, -3.06311, 1.22572)  0.365
H (5.38552, -2.37262, -0.39746)  0.367
H (3.66373, -0.11184, 1.71165)  0.282
H (1.98927, 1.09683, 2.34427)  0.423
H (0.50577, 1.02913, 1.40676)  -0.135
H (0.59515, 0.26002, 3.02084)  0.289

The following is a quantum chemistry calculation of a molecular structure, C16H30AsF6KN6O16S2 at a distorted geometry, from OMol25.

2S+1: 1
calculated total energy: -6391.06438 hartree

Last column: Mulliken charge in e.
CARTESIAN COORDINATES (ANGSTROEM)
K (-2.91668, 2.34999, 2.22582)  0.959
As (0.17401, 0.52212, 0.35017)  2.393
F (0.91799, -1.01946, -0.08785)  -0.591
F (-0.48857, 0.59822, -1.24770)  -0.431
F (-0.57736, 2.05169, 0.79080)  -0.620
F (0.79093, 0.33450, 1.96454)  -0.507
F (1.63372, 1.33986, -0.08274)  -0.356
F (-1.24717, -0.34076, 0.89044)  -0.603
C (2.41698, -1.87706, -2.43217)  -0.247
N (2.26572, -1.05210, -3.66187)  1.039
O (3.26568, -0.46470, -4.03494)  -0.578
O (1.17567, -0.98043, -4.19028)  -0.564
H (2.73889, -1.22505, -1.63439)  -0.026
H (3.16860, -2.60982, -2.72041)  0.408
H (1.46141, -2.36626, -2.28740)  -0.051
C (4.45627, 1.11246, -0.34937)  -0.246
N (4.48026, 2.51415, -0.85104)  1.095
O (4.73477, 3.37094, -0.02270)  -0.611
O (4.32917, 2.72378, -2.03090)  -0.582
H (4.11486, 1.18077, 0.67159)  -0.019
H (5.46494, 0.73040, -0.48363)  0.392
H (3.78686, 0.57766, -1.01263)  -0.118
C (-1.83527, -1.81973, 3.72690)  -0.298
N (-1.64809, -0.57897, 4.54773)  0.890
O (-1.90395, -0.64040, 5.72902)  -0.557
O (-1.17866, 0.40857, 4.00128)  -0.495
H (-1.88051, -1.47564, 2.69768)  -0.103
H (-2.80477, -2.19284, 4.04827)  0.325
H (-1.03615, -2.53837, 3.87633)  0.235
C (3.48901, 2.40345, 3.21954)  -0.184
N (2.48533, 3.41423, 3.64022)  0.948
O (2.49975, 4.49703, 3.10896)  -0.555
O (1.67911, 3.03486, 4.46642)  -0.558
H (3.86499, 1.93665, 4.12381)  0.307
H (4.28323, 2.93568, 2.70371)  0.236
H (2.97739, 1.70629, 2.56224)  -0.180
C (-1.51143, -3.62782, -0.73220)  -0.089
C (-1.74790, -2.53351, -1.78612)  0.414
O (-3.09751, -2.64226, -2.20109)  -0.275
S (-3.65114, -4.11449, -1.92001)  1.063
O (-3.24296, -5.01457, -2.95408)  -0.569
O (-5.02815, -4.09900, -1.57631)  -0.541
O (-2.74870, -4.33376, -0.59127)  -0.412
H (-1.11230, -3.29925, 0.22667)  0.113
H (-0.77163, -4.36188, -1.06482)  0.338
H (-1.06537, -2.64070, -2.63139)  0.361
H (-1.54221, -1.53809, -1.40325)  -0.428
C (-0.47280, 3.24300, -2.86742)  0.621
C (-0.68708, 4.73906, -2.95624)  -0.183
O (-0.18416, 5.15955, -4.21823)  -0.354
S (0.17070, 3.91836, -5.20230)  1.094
O (1.57053, 3.87473, -5.45480)  -0.526
O (-0.70408, 3.94883, -6.33506)  -0.558
O (-0.27531, 2.75053, -4.19039)  -0.242
H (-1.36048, 2.73037, -2.49185)  -0.316
H (0.33071, 2.91355, -2.20906)  -0.160
H (-0.15623, 5.24272, -2.14931)  0.324
H (-1.74354, 5.00784, -2.91311)  0.261
N (-5.03242, 0.30205, 0.44791)  0.067
C (-3.97155, -0.02925, -0.33893)  -0.988
C (-3.72653, 1.03580, -1.18118)  0.254
C (-4.68832, 2.03305, -0.88924)  -0.849
C (-5.44984, 1.57913, 0.17308)  -0.889
H (-5.38019, -0.29114, 1.18074)  0.219
H (-3.40840, -0.92116, -0.12636)  0.574
H (-2.95025, 1.01615, -1.92752)  0.594
H (-4.87075, 2.94460, -1.43446)  0.467
H (-6.36093, 1.91853, 0.63908)  0.471
N (1.85654, -2.55525, 2.07149)  0.309
C (1.76962, -2.31839, 3.42572)  -0.667
C (2.02404, -3.52014, 4.06747)  -0.707
C (2.20310, -4.47813, 3.07469)  -0.533
C (2.15960, -3.87743, 1.84871)  -0.488
H (1.66949, -1.84196, 1.37407)  0.221
H (1.30263, -1.41097, 3.77119)  0.559
H (2.07576, -3.68541, 5.13108)  0.441
H (2.42938, -5.52031, 3.25084)  0.420
H (2.24173, -4.26473, 0.84779)  0.443

The following is a quantum chemistry calculation of 5 unconnected molecules or ions with the total composition C16H30Cl8NO2P2S2 at a distorted geometry, from OMol25.

2S+1: 1
calculated total energy: -5992.99019 hartree
total charge: +1

Last column: Mulliken charge in e.
CARTESIAN COORDINATES (ANGSTROEM)
C (-4.38784, 1.78399, -5.49256)  -0.135
C (-3.53804, 1.10504, -4.73439)  -0.523
P (-2.23047, 0.22285, -3.65404)  0.879
C (-1.02960, 1.60202, -3.10182)  -0.915
C (-3.02538, -0.71010, -2.19324)  -0.717
C (-2.48705, -0.00655, -0.84168)  -0.237
C (-2.93024, -0.74281, 0.53238)  -0.415
S (-2.58036, 0.35920, 1.99356)  -0.125
C (-1.17705, 1.53273, 1.66712)  -0.050
S (-1.26519, 2.86952, 0.61252)  -0.152
N (0.11028, 1.36169, 2.37817)  0.316
C (-0.04230, 0.90225, 3.79113)  -0.481
C (0.08730, -0.71096, 3.98784)  -0.358
O (1.47202, -1.03567, 3.58754)  -0.442
C (1.45462, -0.88879, 2.14269)  0.375
C (1.12860, 0.59485, 1.60078)  0.335
P (-1.06670, -1.24101, -4.85118)  0.364
C (-1.65642, -0.90425, -6.64117)  -0.945
O (-1.57514, -2.82692, -4.42553)  -0.496
H (-4.94886, 2.52215, -6.16827)  0.369
H (-1.65410, 2.32333, -2.43110)  0.299
H (-0.54915, 2.16053, -3.99406)  0.408
H (-0.20869, 1.08253, -2.46104)  0.317
H (-4.16986, -0.51918, -2.23837)  0.469
H (-2.83410, -1.84642, -2.20531)  0.291
H (-1.33814, -0.00456, -0.87440)  -0.419
H (-2.95876, 1.05430, -0.80410)  0.449
H (-2.33725, -1.72315, 0.65500)  0.249
H (-4.07921, -0.93045, 0.43661)  0.404
H (0.83785, 1.35230, 4.41191)  0.142
H (-1.05355, 1.26031, 4.25756)  0.248
H (-0.12523, -1.05128, 5.07733)  0.331
H (-0.66158, -1.26898, 3.31466)  0.169
H (0.78376, -1.70122, 1.63409)  0.255
H (2.53526, -1.13985, 1.78188)  -0.357
H (0.70685, 0.46847, 0.51817)  -0.426
H (2.12246, 1.18887, 1.45748)  0.068
H (-2.78181, -1.18172, -6.75322)  0.320
H (-1.04463, -1.48368, -7.42062)  0.350
H (-1.60871, 0.24845, -6.80001)  0.311
H (-1.42461, -2.97854, -3.46077)  0.309
C (1.37747, -3.01865, -1.81017)  -0.448
Cl (0.35681, -1.70277, -1.20327)  0.105
Cl (2.53104, -2.42648, -3.00858)  -0.127
H (1.92815, -3.46222, -0.97765)  0.286
H (0.74102, -3.77316, -2.27313)  0.308
C (4.61870, 1.69927, 3.29157)  -0.263
Cl (5.00294, 0.39452, 2.16147)  -0.134
Cl (3.93384, 3.09378, 2.44846)  -0.141
H (3.89420, 1.33440, 4.02004)  0.185
H (5.53179, 2.00658, 3.80122)  0.354
C (-1.03873, 3.96730, 5.63268)  -0.310
Cl (-1.24776, 2.90262, 7.02797)  -0.148
Cl (-1.82355, 3.29841, 4.19634)  -0.076
H (-1.48037, 4.93797, 5.85782)  0.354
H (0.02643, 4.08405, 5.43219)  0.245
C (5.50251, -2.76108, 0.17865)  0.015
Cl (3.75105, -3.00590, 0.23270)  -0.126
Cl (6.36504, -4.20739, 0.71165)  -0.155
H (5.79618, -2.53016, -0.84539)  0.265
H (5.76426, -1.93040, 0.83386)  -0.023

The following is a quantum chemistry calculation of 2 unconnected molecules or ions with the total composition C16H30ClIN3S at a distorted geometry, from OMol25.

2S+1: 1
calculated total energy: -1947.49470 hartree
total charge: +1

Last column: Mulliken charge in e.
CARTESIAN COORDINATES (ANGSTROEM)
C (-4.08995, 2.18696, 3.62830)  -1.061
C (-2.84143, 1.12964, 3.51405)  0.043
N (-3.05877, 0.07495, 2.40874)  -0.334
C (-1.71590, 0.07339, 1.66464)  -0.197
N (-1.32167, 0.94352, 0.64064)  -0.038
C (0.12234, 0.65651, 0.18074)  0.298
Cl (0.29594, -0.52858, -1.24961)  -0.008
C (0.71122, 2.15184, -0.15771)  -0.971
C (0.29207, 2.70945, -1.66747)  -0.342
C (0.35622, 4.35063, -1.59160)  -0.654
S (1.97116, 4.96816, -0.78070)  -0.164
C (0.73812, 0.18854, 1.66401)  -0.173
C (2.08815, -0.73503, 1.65284)  -0.623
C (3.46100, -0.00103, 2.14753)  -0.427
C (4.05160, -0.88578, 3.42261)  -0.926
I (3.32130, 2.14509, 2.51793)  0.069
C (-0.43739, -0.97257, 1.92833)  -0.674
H (-3.93093, 2.89582, 4.56872)  0.348
H (-4.16264, 2.93014, 2.69690)  0.291
H (-5.10404, 1.62856, 3.80781)  0.308
H (-1.88471, 1.76030, 3.21990)  0.127
H (-2.61880, 0.65160, 4.56194)  0.290
H (-3.81016, 0.46571, 1.79641)  0.397
H (-1.91892, 1.70213, 0.22870)  0.378
H (1.89753, 2.03406, -0.19834)  0.248
H (0.34293, 2.86472, 0.69536)  0.350
H (1.15656, 2.32065, -2.39197)  0.254
H (-0.76041, 2.27253, -1.93809)  0.283
H (0.22196, 4.81547, -2.67611)  0.364
H (-0.49998, 4.70570, -0.84787)  0.277
H (1.74664, 4.86545, 0.62918)  0.129
H (0.51407, 0.91669, 2.55210)  0.388
H (1.87809, -1.64396, 2.39725)  0.386
H (2.32230, -1.24800, 0.60648)  0.271
H (4.26661, -0.14384, 1.27794)  0.421
H (4.89180, -0.32169, 4.01465)  0.302
H (3.19341, -1.32090, 4.10515)  0.278
H (4.58951, -1.82529, 2.91965)  0.300
H (-0.43140, -1.85978, 1.15159)  0.311
H (-0.36246, -1.29672, 3.06847)  0.434
C (-0.26160, -2.75061, -3.74747)  -0.866
C (0.28758, -3.97620, -4.46533)  -0.491
C (-0.52733, -4.36908, -5.69702)  -0.471
C (-1.89036, -4.79194, -5.35052)  0.250
N (-2.96966, -5.12041, -5.07653)  -0.413
H (-1.26758, -2.93264, -3.35668)  0.386
H (0.38162, -2.49039, -2.90114)  0.099
H (-0.30438, -1.88853, -4.42020)  0.344
H (0.33696, -4.81516, -3.76077)  0.314
H (1.31644, -3.76307, -4.78031)  0.326
H (-0.01801, -5.19437, -6.20913)  0.292
H (-0.56465, -3.53262, -6.40397)  0.279